Record 1
This record from OMol25 describes the ion CCl6P with charge +1. The level of theory is ωB97M-V/def2-TZVPD.

Atoms and positions in Å:
C 0.02 0.89 -0.03
P 0.02 -1.11 -0.02
Cl -1.56 1.22 0.68
Cl 0.17 1.53 -1.67
Cl 1.33 1.23 1.08
Cl 1.60 -1.72 -1.03
Cl 0.16 -1.45 1.87
Cl -1.71 -2.01 -0.91

Net charge ... +1
ΔE to the lowest compared entry with this formula, charge and spin ... 71.8 kJ/mol
HOMO ... -15.7 eV
E_tot ... -85453.5279 eV
LUMO level ... -5.9483 eV



Record 2
This record from OMol25 describes a cluster of 15 separate species, C74H163N9O26 in total. The level of theory is ωB97M-V/def2-TZVPD.

Atoms and positions in Å:
C -2.68 7.04 -4.68
O -3.36 7.81 -5.65
C -4.27 8.70 -5.02
C -4.61 9.74 -6.00
N -4.88 9.11 -7.43
H -4.38 8.20 -7.37
H -5.88 8.99 -7.62
C -4.41 9.88 -8.66
C -5.38 9.58 -9.68
O -6.64 9.49 -9.09
C -7.71 9.27 -10.01
H -3.32 6.61 -3.94
H -1.99 7.72 -4.17
H -2.08 6.32 -5.15
H -3.89 9.25 -4.15
H -5.05 8.10 -4.53
H -3.77 10.40 -6.14
H -5.48 10.36 -5.77
H -3.39 9.63 -8.93
H -4.35 10.93 -8.32
H -5.26 8.68 -10.30
H -5.35 10.51 -10.36
H -7.29 8.55 -10.77
H -7.90 10.19 -10.56
H -8.57 8.76 -9.56
C 1.75 -1.30 -1.84
O 1.70 -0.05 -1.17
C 0.52 0.67 -1.55
C -0.69 0.30 -0.63
N -0.49 0.72 0.75
H 0.44 1.11 1.09
H -1.12 1.62 0.86
C -0.98 -0.31 1.80
C 0.14 -1.19 2.32
O 0.87 -1.65 1.16
C 1.90 -2.54 1.58
H 0.87 -1.87 -1.51
H 2.64 -1.74 -1.44
H 1.83 -1.17 -2.95
H 0.15 0.66 -2.59
H 0.87 1.74 -1.45
H -0.76 -0.79 -0.68
H -1.60 0.75 -0.98
H -1.70 -0.95 1.33
H -1.34 0.33 2.65
H -0.34 -2.04 2.80
H 0.81 -0.69 3.11
H 1.59 -3.28 2.27
H 2.68 -1.91 2.08
H 2.29 -3.00 0.68
C 6.07 2.45 -9.18
O 5.46 1.13 -8.81
C 6.36 0.31 -8.05
C 6.50 0.90 -6.69
N 5.18 1.02 -6.18
H 4.76 1.46 -7.00
H 4.75 -0.02 -5.99
C 4.97 1.83 -4.95
C 3.43 2.02 -4.77
O 2.76 2.41 -5.88
C 1.38 2.53 -5.62
H 7.10 2.29 -9.51
H 6.05 3.16 -8.33
H 5.51 2.82 -10.04
H 7.27 0.17 -8.58
H 5.95 -0.72 -8.00
H 6.95 1.92 -6.74
H 7.18 0.24 -6.13
H 5.44 2.81 -5.06
H 5.47 1.26 -4.18
H 3.29 2.78 -3.99
H 2.98 1.03 -4.39
H 1.24 3.33 -4.88
H 1.02 1.64 -5.17
H 0.94 2.90 -6.54
C -7.53 -0.05 1.26
O -7.11 -1.33 0.65
C -6.76 -1.31 -0.67
C -6.69 -2.70 -1.20
N -6.28 -2.62 -2.72
H -7.06 -2.15 -3.18
H -5.29 -2.18 -2.69
C -6.20 -4.05 -3.29
C -7.14 -4.17 -4.50
O -8.39 -3.68 -4.15
C -9.17 -3.50 -5.31
H -8.22 -0.31 2.07
H -8.00 0.58 0.48
H -6.68 0.42 1.81
H -5.69 -0.91 -0.75
H -7.31 -0.61 -1.35
H -7.61 -3.27 -1.32
H -5.81 -3.19 -0.75
H -6.43 -4.84 -2.57
H -5.12 -4.16 -3.60
H -7.20 -5.27 -4.85
H -6.71 -3.64 -5.37
H -8.61 -2.82 -5.99
H -10.03 -2.95 -5.05
H -9.50 -4.39 -5.91
C -2.66 -8.26 7.28
C -1.76 -7.65 6.25
C -2.51 -6.61 5.38
C -1.59 -6.28 4.16
N -2.24 -5.46 3.04
C -3.29 -4.48 3.53
C -4.62 -5.11 3.14
C -4.38 -5.78 1.76
C -3.03 -6.39 2.12
C -1.08 -4.74 2.34
H -3.23 -9.11 6.82
H -3.37 -7.60 7.79
H -2.18 -8.74 8.07
H -1.26 -8.34 5.62
H -0.90 -7.11 6.73
H -2.68 -5.69 5.99
H -3.54 -7.00 5.17
H -1.19 -7.18 3.77
H -0.72 -5.66 4.48
H -3.14 -3.58 2.95
H -3.32 -4.20 4.53
H -5.42 -4.41 3.23
H -4.85 -5.88 3.87
H -4.29 -5.07 0.95
H -5.03 -6.62 1.55
H -2.41 -6.66 1.33
H -3.14 -7.23 2.72
H -0.60 -4.06 3.04
H -1.51 -4.27 1.42
H -0.35 -5.51 2.13
C 6.14 -2.62 2.24
C 5.23 -3.84 2.44
C 4.82 -4.16 3.93
C 3.90 -3.09 4.51
N 3.67 -2.99 5.97
C 3.03 -1.67 6.23
C 2.95 -1.72 7.70
C 4.09 -2.72 8.27
C 4.72 -3.13 6.96
C 2.67 -4.05 6.22
H 6.42 -2.57 1.20
H 7.05 -2.66 2.90
H 5.65 -1.65 2.41
H 5.84 -4.67 2.09
H 4.32 -3.70 1.84
H 5.76 -4.19 4.44
H 4.42 -5.16 4.00
H 2.91 -3.26 4.17
H 4.26 -2.07 4.19
H 2.03 -1.65 5.74
H 3.63 -0.87 5.82
H 1.98 -2.15 7.98
H 3.10 -0.75 8.13
H 3.64 -3.53 8.77
H 4.82 -2.23 8.93
H 5.07 -4.16 7.08
H 5.63 -2.59 6.71
H 2.87 -4.95 5.63
H 1.74 -3.64 5.79
H 2.65 -4.34 7.28
C 1.90 2.81 7.83
C 1.29 2.86 6.38
C 0.95 1.51 5.81
C -0.27 0.85 6.35
C -1.43 1.79 6.10
C -1.31 3.29 6.68
N 0.03 3.76 6.18
O 0.13 4.63 5.47
C -1.35 3.35 8.29
C -2.37 4.19 6.07
C 2.42 3.52 5.56
H 1.34 2.21 8.58
H 2.12 3.82 8.13
H 2.89 2.38 7.69
H 1.81 0.86 5.79
H 0.71 1.75 4.76
H -0.07 0.76 7.43
H -0.46 -0.09 5.92
H -2.31 1.38 6.57
H -1.60 1.91 5.03
H -0.67 4.00 8.82
H -1.15 2.38 8.74
H -2.35 3.64 8.43
H -3.37 3.83 6.29
H -2.20 4.18 4.98
H -2.34 5.20 6.41
H 2.12 3.76 4.54
H 3.25 2.79 5.54
H 2.74 4.45 6.02
C 1.11 6.44 -1.18
C 1.20 6.30 0.30
C 1.03 4.88 0.80
C 1.52 4.53 2.25
C 3.02 4.97 2.33
C 3.31 6.44 2.09
N 2.65 6.63 0.67
O 3.39 6.93 -0.29
C 4.84 6.64 1.85
C 2.81 7.46 3.14
C 0.29 7.36 0.95
H 0.11 6.17 -1.53
H 1.79 5.75 -1.61
H 1.35 7.46 -1.50
H 1.54 4.20 0.10
H -0.06 4.62 0.76
H 1.36 3.49 2.58
H 0.90 5.12 2.98
H 3.63 4.35 1.69
H 3.35 4.73 3.37
H 5.14 7.62 1.68
H 5.15 6.10 0.97
H 5.40 6.31 2.71
H 3.52 7.32 3.95
H 1.71 7.35 3.35
H 3.10 8.48 2.77
H 0.73 8.35 0.76
H 0.15 7.26 2.07
H -0.67 7.17 0.53
C 5.25 -5.30 -3.94
C 3.89 -5.88 -3.60
C 3.25 -5.09 -2.38
C 1.74 -5.23 -2.21
C 1.03 -4.72 -3.47
C 1.45 -5.55 -4.64
N 2.96 -5.67 -4.84
O 3.41 -5.73 -5.92
C 0.90 -4.96 -5.93
C 0.87 -6.94 -4.66
C 3.92 -7.40 -3.37
H 5.16 -4.36 -4.47
H 5.87 -6.04 -4.50
H 5.72 -5.07 -3.01
H 3.54 -3.98 -2.49
H 3.80 -5.48 -1.51
H 1.40 -4.63 -1.36
H 1.45 -6.31 -2.06
H 1.30 -3.68 -3.71
H -0.02 -4.81 -3.43
H 1.27 -3.92 -6.03
H -0.21 -4.89 -5.85
H 1.18 -5.43 -6.87
H 1.04 -7.64 -3.82
H 1.23 -7.45 -5.51
H -0.19 -6.85 -4.77
H 2.97 -7.75 -3.00
H 4.73 -7.70 -2.68
H 4.13 -7.98 -4.24
O -1.80 -2.57 -2.09
C -3.14 -2.94 -2.29
O -3.66 -3.61 -1.47
O -3.66 -2.47 -3.31
H -1.43 -2.58 -3.01
O 0.47 -3.59 4.52
C -4.54 0.50 5.65
O -4.92 1.12 4.70
O -4.29 -0.08 6.63
H -0.16 -2.92 4.81
O -2.70 4.62 1.91
C -2.11 3.34 1.81
O -1.33 3.12 2.78
O -2.31 2.60 0.81
H -3.47 4.57 1.29
O 2.37 -1.28 -6.20
C 3.35 -1.97 -5.50
O 4.45 -1.43 -5.59
O 3.04 -3.07 -4.97
H 1.55 -1.75 -6.02
O 3.65 0.27 1.40
C 2.93 0.90 2.34
O 3.36 0.78 3.51
O 1.85 1.52 1.93
H 3.36 0.82 0.68

Net charge ... +4
HOMO ... -13.4 eV
E_tot ... -145984.1173 eV
LUMO level ... -8.9390 eV



Record 3
This record from OMol25 describes an isolated molecule of C3H9FO2P2S. The level of theory is ωB97M-V/def2-TZVPD.

Atoms and positions in Å:
C 2.16 0.99 0.39
C 1.40 0.70 -0.92
P -0.10 -0.36 -0.83
C 0.58 -1.93 -0.15
P -1.15 0.53 0.84
S -3.20 0.55 0.17
O -3.84 -0.72 0.32
O -3.79 1.72 0.75
F -3.07 0.83 -1.36
H 1.47 1.22 1.21
H 2.80 1.85 0.27
H 2.77 0.13 0.67
H 2.07 0.18 -1.61
H 1.11 1.63 -1.41
H 1.12 -1.78 0.78
H 1.24 -2.38 -0.89
H -0.25 -2.61 0.02
H -1.32 -0.54 1.73

HOMO ... -9.0 eV
E_tot ... -39481.5455 eV
LUMO level ... 0.4034 eV



Record 4
This record from OMol25 describes a structure of composition C5H6O2. The level of theory is ωB97M-V/def2-TZVPD.

Atoms and positions in Å:
O 1.21 2.27 0.07
C 0.79 1.14 0.00
C 1.47 -0.19 -0.24
O 0.98 -0.65 -1.36
C -1.00 -0.52 -0.59
C -0.79 -0.58 0.78
C -0.68 0.77 0.12
H 1.00 -0.77 0.72
H 2.56 -0.26 -0.06
H -1.15 -1.04 -1.53
H -0.96 -1.12 1.70
H -2.02 -0.70 0.10
H -1.41 1.56 0.26

ΔE to the lowest compared entry with this formula, charge and spin ... 656.1 kJ/mol
HOMO ... -8.4 eV
E_tot ... -9370.2953 eV
LUMO level ... 0.0183 eV